(P)
The molecule C16H17N3O. Source: the OMol25 dataset; level of theory: the ωB97M-V functional and the def2-TZVPD basis.

Values from the calculation:
HOMO-LUMO gap	0.3118	Ha
LUMO level	0.3	eV
SMILES string	Cc1ccc(-c2c(C#N)c(N)nc3c2CCCCC3)o1

Cartesian coordinates (Å):
O -1.850 -1.372 -0.441
N -2.200 3.408 -0.207
N 1.205 3.772 -0.045
N 2.159 1.695 -0.112
C -3.742 -0.722 0.524
C -1.605 -0.191 0.182
C 1.057 2.423 -0.053
C -3.144 -1.684 -0.238
C 0.904 -0.330 0.135
C 2.104 0.369 -0.031
C -1.348 2.645 -0.090
C 2.035 -2.422 1.073
C -0.285 0.419 0.113
C -2.752 0.248 0.792
C -3.669 -2.939 -0.837
C 3.170 -2.759 0.109
C 0.821 -1.817 0.369
C 3.454 -1.621 -0.868
C -0.220 1.817 0.014
C 3.462 -0.262 -0.175
H -3.550 -2.922 -1.919
H -3.125 -3.801 -0.453
H 4.071 -2.978 0.688
H 3.929 -0.349 0.809
H -0.057 -2.003 0.993
H -4.761 -0.704 0.850
H 2.120 4.130 -0.256
H 4.063 0.450 -0.744
H 2.915 -3.660 -0.455
H -2.870 1.138 1.376
H -4.723 -3.046 -0.596
H 2.706 -1.610 -1.663
H 2.381 -1.729 1.842
H 1.727 -3.338 1.581
H 0.650 -2.336 -0.578
H 4.425 -1.793 -1.339
H 0.404 4.356 -0.211

(Q)
The molecule C16H17N3O. Source: the OMol25 dataset; level of theory: the ωB97M-V functional and the def2-TZVPD basis.

Values from the calculation:
HOMO-LUMO gap	0.3016	Ha
LUMO level	0.5	eV
SMILES string	C/C(=N\NC(=O)CNc1ccccc1)c1ccccc1

Cartesian coordinates (Å):
O 0.528 -2.410 -3.274
N 1.820 0.220 -1.285
N -0.201 -1.930 -1.222
N -0.042 -1.380 -0.004
C -0.076 0.369 2.225
C -0.893 -1.576 0.928
C 0.664 1.170 -3.213
C -0.320 3.358 -3.026
C -0.613 -0.917 2.210
C 0.198 1.001 3.423
C 1.076 1.221 -1.880
C 0.777 2.367 -1.137
C -0.584 -0.924 4.617
C 1.999 -1.065 -1.905
C 0.087 3.419 -1.703
C 0.725 -1.848 -2.218
C -2.138 -2.412 0.794
C -0.024 2.231 -3.771
C -0.867 -1.557 3.421
C -0.054 0.356 4.623
H 2.605 -1.681 -1.235
H 0.095 0.870 1.286
H 1.729 0.180 -0.280
H -0.777 -1.433 5.550
H 2.543 -0.949 -2.848
H 0.160 0.848 5.559
H -0.135 4.293 -1.107
H 0.606 2.001 3.422
H 1.104 2.427 -0.108
H -1.883 -3.462 0.643
H -1.036 -2.473 -1.445
H -2.756 -2.323 1.681
H 0.871 0.300 -3.816
H -0.337 2.170 -4.804
H -0.863 4.180 -3.468
H -2.724 -2.076 -0.063
H -1.262 -2.562 3.430

Stability, highest: (P)

(P)
A 2-piece molecular cluster, C5H11OS overall. Source: the OMol25 dataset; level of theory: the ωB97M-V functional and the def2-TZVPD basis.

Values from the calculation:
HOMO-LUMO gap	0.3249	Ha
total charge	+1
LUMO level	-4.7	eV

Cartesian coordinates (Å):
S 0.571 -0.649 -0.060
O 0.337 -2.061 -0.127
C 0.525 -0.052 1.635
C 2.182 -0.351 -0.849
C -2.428 -0.656 0.454
C -0.733 0.096 -1.155
C -2.134 -0.009 -0.676
H -0.556 0.060 -2.193
H 3.029 -0.666 -0.273
H 2.359 0.711 -1.141
H -0.498 -0.268 2.040
H 1.187 -0.517 2.316
H -1.026 1.794 -0.940
H -3.409 -0.503 0.850
H -2.815 0.591 -1.197
H -1.727 -1.412 0.801
H 0.720 1.042 1.390
H 2.298 -0.970 -1.726

(Q)
An isolated ion of composition C5H11OS and charge +1. Source: the OMol25 dataset; level of theory: the ωB97M-V functional and the def2-TZVPD basis.

Values from the calculation:
HOMO-LUMO gap	0.3523	Ha
total charge	+1
LUMO level	-5.3	eV

Cartesian coordinates (Å):
S -0.411 0.027 1.117
O 0.919 1.259 0.878
C -1.280 0.262 -0.457
C 0.440 -1.453 0.555
C -1.460 -1.144 -0.995
C -0.105 -1.829 -0.824
C 1.568 2.821 1.046
H -0.208 -2.910 -0.904
H -1.761 -1.117 -2.042
H 2.599 2.535 0.894
H -2.208 0.805 -0.302
H -0.612 0.850 -1.088
H 1.515 -1.275 0.569
H 1.119 3.383 0.243
H 0.581 -1.495 -1.599
H 0.209 -2.206 1.311
H 1.334 3.161 2.043
H -2.239 -1.672 -0.443

Stability, highest: (Q)

(P)
A 2-piece molecular cluster, CH7N2P3 overall. Source: the OMol25 dataset; level of theory: the ωB97M-V functional and the def2-TZVPD basis.

Values from the calculation:
HOMO-LUMO gap	0.2796	Ha
LUMO level	-1.0	eV
SMILES string	[H]/P=N/C.[H]/P=N/P

Cartesian coordinates (Å):
P -0.789 1.756 -0.021
P -0.525 -1.186 1.005
P 2.314 -0.426 1.514
N 0.839 -0.843 1.972
N -1.104 1.127 -1.453
C -0.120 0.447 -2.170
H 0.905 0.701 -1.845
H -0.064 0.722 -3.196
H 2.676 0.118 2.811
H -1.984 2.522 0.410
H -1.432 -1.703 1.994
H -0.515 -2.614 0.861
H -0.199 -0.621 -1.882

(Q)
CH7N2P3 as an isolated structure. Source: the OMol25 dataset; level of theory: the ωB97M-V functional and the def2-TZVPD basis.

Values from the calculation:
HOMO-LUMO gap	0.2988	Ha
LUMO level	-0.2	eV

Cartesian coordinates (Å):
P 1.323 3.397 0.891
P 1.057 -1.849 -1.459
P 1.600 0.863 -0.627
N 0.712 -0.655 -0.347
N 0.915 2.002 0.189
C -0.570 -0.809 0.263
H -0.870 0.188 0.628
H -0.286 -1.994 -1.686
H -0.564 -1.622 1.064
H 1.823 4.242 -0.190
H -1.395 -1.255 -0.320
H 0.087 4.013 1.097
H 0.977 -2.956 -0.529

Stability, highest: (Q)

(P)
A 2-piece molecular cluster, C3H8S2 overall. Source: the OMol25 dataset; level of theory: the ωB97M-V functional and the def2-TZVPD basis.

Values from the calculation:
HOMO-LUMO gap	0.3538	Ha
LUMO level	0.4	eV
SMILES string	C=CC.SS

Cartesian coordinates (Å):
S -2.165 -2.291 -0.232
S -0.185 -2.882 -0.132
C 0.822 0.801 1.059
C -0.027 1.264 -0.080
C 0.295 1.110 -1.353
H 0.209 0.430 1.883
H 1.475 -0.003 0.729
H -0.127 1.636 -2.198
H -0.972 1.753 0.164
H 0.030 -2.804 1.178
H 1.133 0.473 -1.619
H 1.416 1.632 1.434
H -1.904 -1.118 -0.831

(Q)
A 2-piece molecular cluster, C3H8S2 overall. Source: the OMol25 dataset; level of theory: the ωB97M-V functional and the def2-TZVPD basis.

Values from the calculation:
HOMO-LUMO gap	0.3190	Ha
LUMO level	0.0	eV
SMILES string	C=C.CSS

Cartesian coordinates (Å):
S -0.326 0.503 -1.221
S -0.756 -1.592 -0.588
C 2.390 -0.143 1.803
C 1.754 0.897 2.480
C -1.711 1.435 -0.613
H -1.312 2.391 -0.034
H -2.263 0.621 -0.191
H 2.759 -0.080 0.739
H 1.646 1.900 2.216
H 0.430 -1.728 0.014
H -2.349 1.838 -1.418
H 1.586 0.497 3.497
H 2.218 -1.151 2.104

Stability, highest: (P)